# C3H3NOS2

C3H3NOS2 in the gas phase (ωB97M-V/def2-TZVPD, the Open Molecules 2025 dataset).

Output
multiplicity: 1
charge: 0
frontier orbital gap: 8.54 eV
energy: -1042.4318 Eh

Last column: Mulliken charge in e.
Geometry (Å):
S -3.015856 -0.916640 -0.026590  -0.3269
C -1.375683 -0.389787 -0.069307  0.1400
N -0.977533 0.860326 -0.036507  0.0255
C 0.413547 1.084430 0.011071  -0.3340
C 0.924675 -0.181260 -0.151816  0.3275
S 2.666931 -0.810338 -0.031765  -0.2400
O -0.139943 -1.152608 -0.106666  -0.3267
H -1.523582 1.611016 0.163018  0.1586
H 0.878389 2.002782 -0.142935  0.3854
H 2.149058 -2.107922 0.391495  0.1904

Atomic forces in eV per Å
S 2.66 0.30 -0.09
C -0.44 -2.11 0.23
N 2.70 0.31 -0.13
C -0.30 -4.59 -1.22
C 0.04 -0.31 1.39
S -3.10 -1.55 0.32
O -0.46 2.54 -0.39
H -2.56 2.03 0.39
H 0.46 1.34 0.17
H 1.00 2.03 -0.66